[1]
Here is 8 unconnected molecules or ions with the total composition C14H46BO11 in a non-equilibrium geometry from OMol25. Energies are from wB97M-V/def2-TZVPD.

```
72
Properties=species:S:1:pos:R:3:forces:R:3:mulliken_charge:R:1
B -0.009299 0.184306 0.727298 -0.241 -0.264 0.107 3.48
H 0.971813 0.626599 0.649525 3.563 1.481 -0.403 -0.37
H -0.614359 0.510439 -0.104438 -2.450 0.998 -3.184 -0.94
H 0.043997 -0.891725 0.786841 0.268 -3.827 -0.052 -0.81
H -0.442935 0.612322 1.617796 -1.629 1.082 2.934 -0.72
C -3.878004 2.330017 -0.184991 -0.701 1.027 2.483 -1.20
C -3.827890 1.228516 -1.135908 0.685 -0.481 0.581 0.68
O -4.106065 1.810964 -2.364109 0.044 -0.275 -1.813 -0.59
H -3.076615 3.065509 -0.255158 0.049 -0.163 -0.387 0.19
H -3.853032 1.955395 0.838301 0.241 -0.158 0.180 0.26
H -4.840406 2.839932 -0.228096 -0.072 0.196 -0.303 0.40
H -4.521897 0.422972 -0.896009 -0.237 -0.069 0.085 0.20
H -2.821618 0.814130 -1.074181 0.223 -0.283 -0.352 -0.41
H -3.749769 1.202297 -3.015386 -0.152 0.163 -0.448 0.34
C -3.699395 -3.478788 -1.418176 0.210 -0.100 -0.769 -1.47
C -2.438248 -2.620326 -1.359027 -0.036 -0.418 0.326 0.37
O -2.231504 -2.179662 -0.031847 -0.248 0.029 -0.056 -0.60
H -3.582178 -4.464492 -0.967909 0.207 0.193 0.436 0.32
H -3.897058 -3.714823 -2.463798 -0.134 0.129 -0.224 0.40
H -4.591236 -3.000219 -1.013601 0.199 0.159 0.115 0.34
H -2.445755 -1.773950 -2.045819 -0.535 0.223 -0.095 0.24
H -1.567282 -3.188814 -1.685143 0.005 -0.411 -0.061 -0.01
H -1.676985 -1.398411 -0.093024 0.308 0.236 0.328 0.05
C 1.293571 -3.270652 -1.979937 -0.688 -0.633 -1.094 -0.94
C 2.451586 -4.247576 -1.744783 -0.779 1.036 0.464 -0.23
O 3.397122 -3.616798 -0.930310 0.992 -0.359 0.320 -0.58
H 0.687062 -2.924715 -1.142936 0.657 -0.145 0.615 0.00
H 0.535380 -3.745255 -2.602843 -0.028 -0.206 -0.351 0.47
H 1.614450 -2.393598 -2.541998 0.217 0.087 0.152 0.32
H 2.913361 -4.533682 -2.689771 -0.010 0.078 -0.264 0.24
H 2.138047 -5.171536 -1.258871 -0.269 -0.099 0.082 0.26
H 3.111549 -2.723977 -0.723148 0.045 0.395 0.242 0.36
C 0.809149 3.723925 0.847404 -0.118 -0.542 0.444 -0.37
C 0.657777 3.498209 2.346161 0.913 -0.547 0.701 -0.47
O 0.873470 2.156134 2.806856 0.450 0.995 0.461 -0.58
O -0.243023 3.086502 0.124557 0.292 1.340 0.085 -0.59
H 1.769916 3.357775 0.485515 0.262 -0.445 0.214 0.12
H 0.903308 4.794012 0.662652 -0.827 0.152 -0.217 0.44
H -0.267274 3.876436 2.781272 -0.481 0.001 -0.531 0.24
H 1.431224 4.052069 2.878257 0.257 0.309 -0.176 0.41
H 0.584792 1.476887 2.192948 -0.190 0.039 -0.296 -0.07
H -0.227576 2.176240 0.429172 -0.207 -0.384 -0.224 0.43
C 3.545424 -0.423424 1.591453 -0.447 0.746 0.029 -0.28
C 4.259777 0.948532 1.398003 -1.125 -1.136 0.375 -0.11
O 5.427166 0.865867 0.653594 0.900 0.307 -1.338 -0.56
O 2.942134 -0.891927 0.372054 1.303 -0.298 0.426 -0.66
H 2.788119 -0.288106 2.363633 -0.283 0.109 -0.006 0.06
H 4.208648 -1.180463 2.009939 0.313 -0.173 -0.357 0.47
H 4.485074 1.486105 2.319066 -0.350 -0.284 0.538 0.36
H 3.510671 1.534613 0.865599 0.336 0.246 -0.314 -0.16
H 6.081355 0.277894 1.038195 -0.311 -0.108 0.266 0.32
H 1.989290 -0.779189 0.403421 -0.157 0.286 0.282 0.07
C 1.112781 1.630838 -4.093336 -0.331 0.237 0.445 -0.68
C 0.621090 1.589878 -2.681245 0.713 -1.069 1.809 0.16
O 1.173069 0.448384 -1.924452 -0.506 0.861 -2.190 -0.45
O 2.464210 1.996904 -4.098284 0.923 0.216 -0.023 -0.48
H 0.483096 2.396227 -4.546943 -0.007 0.114 -0.474 0.37
H 0.960844 0.675626 -4.595928 -0.103 -0.163 -0.042 0.29
H -0.467696 1.639623 -2.693796 -0.295 -0.559 0.093 0.05
H 0.914688 2.468746 -2.107243 0.147 0.355 -0.431 0.12
H 0.704507 0.409886 -1.087453 -0.115 0.174 0.153 0.83
H 2.718588 2.428955 -4.916952 -0.199 -0.123 -0.066 0.26
C -1.639664 -0.059678 3.945179 -0.434 -0.833 -0.153 -0.20
C -1.164472 -1.584501 3.974210 -0.048 2.042 -1.161 -0.48
O -0.088315 -1.735639 3.064680 0.332 -0.847 0.960 -0.56
O -2.452050 0.292875 2.789764 -0.365 -0.764 1.564 -0.60
H -0.859618 0.699377 4.004057 0.683 -0.581 -0.013 0.12
H -2.204272 0.089669 4.865521 -0.686 0.114 -0.205 0.41
H -2.003123 -2.232221 3.718793 -0.286 0.096 -0.227 0.25
H -0.845679 -1.915445 4.962619 0.322 0.383 0.070 0.33
H -0.370589 -1.608362 2.155988 -0.261 0.107 -0.016 -0.06
H -1.873226 0.356365 2.026522 0.285 0.005 -0.045 0.20
```
Positions in Å, forces in eV/Å.

Strongest force on any atom (hartree/bohr): 0.0805
Frontier orbital gap (eV): 9.325
Charge: -1
Electronic energy (eV): -38459.2252
Multiplicity: 1
Lowest unoccupied orbital energy (eV): 2.7
Energy relative to the best compared isomer or geometry (same formula, charge and spin) (kcal/mol): 61.1



[2]
Here is a molecular structure, C14H46N13NbO22P in a non-equilibrium geometry from OMol25. Energies are from wB97M-V/def2-TZVPD.

```
97
Properties=species:S:1:pos:R:3:forces:R:3:mulliken_charge:R:1
C -0.468855 1.848209 8.216332 -0.167 -0.204 0.222 -1.09
C -1.104240 2.089270 6.888727 -0.310 0.374 -0.093 0.76
C -2.067655 3.242874 6.798555 -0.153 -0.246 -0.038 -0.82
N -0.917325 1.354138 5.877787 1.903 -0.250 -0.709 -0.79
Nb 0.830115 1.501257 4.819697 -3.132 -1.217 1.723 -0.66
P 1.564455 3.872536 5.660557 0.877 -0.127 -0.428 0.21
N 2.438206 3.662752 6.999994 -0.276 -0.171 0.051 -0.60
H -1.112313 1.167602 8.767044 -0.139 -0.256 0.186 0.36
H -0.421071 2.758383 8.794875 0.201 0.318 0.143 0.36
H 0.504778 1.402362 8.094232 0.319 -0.108 0.014 0.23
H -2.242925 3.724850 7.748488 -0.051 0.204 0.256 0.38
H -2.997641 2.848759 6.413688 -0.390 0.017 -0.065 0.25
H -1.719484 3.962159 6.072436 0.169 0.288 -0.165 0.17
H 0.108462 2.426827 3.376568 0.606 0.156 -0.236 -0.04
H 2.357980 1.590373 3.846337 0.106 -0.066 0.158 0.10
H 1.881228 0.686068 6.096587 0.525 0.092 -0.386 0.01
H 0.509718 -0.030060 3.877911 0.093 0.526 -0.610 0.02
H 2.329874 4.574448 4.687716 -0.302 0.320 -0.062 0.03
H 0.495298 4.770742 5.874374 -0.096 0.231 -0.253 0.01
H 2.032378 4.176122 7.773141 0.129 0.143 0.110 0.17
C 1.753919 -2.195427 0.884587 0.103 -0.029 0.102 -0.29
N 2.596594 -1.485783 1.880699 -0.260 0.304 -0.167 0.95
O 2.341952 -1.652273 3.045013 0.334 -0.243 0.236 -0.50
O 3.451555 -0.743662 1.427619 0.106 -0.128 0.043 -0.57
H 1.032199 -2.798399 1.413289 -0.121 -0.068 0.108 0.25
H 1.266790 -1.438335 0.287585 -0.009 0.035 -0.093 -0.20
H 2.410139 -2.805952 0.275061 0.024 0.031 -0.092 0.31
C -4.616154 3.142854 3.528146 0.181 0.176 -0.037 -0.78
N -4.254731 4.590075 3.546399 0.093 -0.012 0.023 0.97
O -4.228351 5.182595 2.488383 -0.067 0.005 -0.064 -0.57
O -3.997892 5.085304 4.624012 -0.082 -0.012 0.088 -0.54
H -4.821009 2.866933 2.506705 -0.014 -0.030 -0.091 0.40
H -3.761672 2.602441 3.928632 0.002 -0.018 0.031 0.23
H -5.486637 3.012974 4.161274 -0.001 0.003 0.062 0.27
C 1.280834 -3.022434 -3.826119 -0.043 0.040 0.003 -0.63
N 0.999373 -3.101228 -2.368323 -0.054 0.154 -0.069 0.93
O 0.367861 -2.187104 -1.860912 0.019 -0.100 -0.123 -0.46
O 1.396574 -4.072821 -1.767114 0.038 -0.140 0.053 -0.61
H 0.841568 -2.108673 -4.199140 0.023 0.071 -0.009 0.28
H 2.358677 -3.022876 -3.947352 0.039 -0.060 0.047 0.19
H 0.838379 -3.899704 -4.289623 0.027 -0.051 0.028 0.34
C -1.143565 -1.777088 -7.758558 -0.032 -0.083 -0.033 -0.76
N 0.069356 -2.485670 -7.264967 -0.041 -0.011 -0.027 0.87
O 0.198303 -3.661119 -7.532922 0.010 -0.035 -0.081 -0.55
O 0.857726 -1.828161 -6.621035 0.046 0.045 0.185 -0.43
H -1.746707 -2.486502 -8.309663 -0.019 -0.038 -0.001 0.31
H -1.670502 -1.398370 -6.888927 0.001 0.029 0.029 0.29
H -0.801612 -0.954352 -8.378635 0.041 0.054 0.034 0.26
C -4.541957 -1.034518 2.054359 0.133 0.023 0.037 -0.75
N -5.848120 -0.504238 2.529769 -0.205 0.046 -0.066 0.94
O -6.726151 -1.303735 2.771803 -0.075 -0.219 0.060 -0.55
O -5.976781 0.699187 2.630004 0.203 -0.065 -0.030 -0.55
H -4.612725 -2.112689 2.019569 -0.035 -0.032 0.017 0.28
H -4.358778 -0.615611 1.070482 0.034 0.082 -0.005 0.29
H -3.771077 -0.712332 2.748619 0.014 0.078 -0.006 0.31
C -2.926128 -5.606235 1.362195 0.011 0.018 -0.108 -0.81
N -2.520524 -4.171464 1.334097 0.041 -0.143 0.017 0.83
O -2.611374 -3.574165 0.278181 -0.074 0.022 -0.053 -0.43
O -2.127080 -3.701773 2.374606 -0.027 0.106 0.030 -0.47
H -3.253337 -5.887317 0.369817 -0.010 -0.001 -0.037 0.29
H -2.059423 -6.177465 1.677183 0.021 -0.002 0.054 0.32
H -3.724406 -5.699702 2.090819 0.008 0.002 0.058 0.31
C 4.734733 -1.705101 -6.688054 0.055 0.138 0.096 -0.82
N 4.288343 -1.795953 -5.272085 -0.050 0.030 -0.045 0.93
O 3.581893 -0.914484 -4.836846 0.017 0.074 0.006 -0.47
O 4.649004 -2.771559 -4.643735 0.029 -0.110 0.023 -0.57
H 4.315513 -0.802039 -7.107678 -0.055 0.041 -0.016 0.28
H 5.820266 -1.684934 -6.686402 0.022 -0.069 0.049 0.33
H 4.363223 -2.587186 -7.193334 0.002 -0.063 -0.023 0.30
C 4.930490 6.070970 5.650383 -0.040 -0.092 -0.009 -0.65
N 3.921283 7.152753 5.841021 0.389 -0.428 -0.081 0.89
O 2.846922 6.796835 6.248619 -0.495 0.518 0.136 -0.44
O 4.251285 8.296067 5.574979 -0.047 0.014 0.035 -0.60
H 4.461340 5.134998 5.942523 -0.050 -0.046 0.059 0.26
H 5.216831 6.076884 4.603749 0.038 0.044 -0.025 0.26
H 5.781758 6.310753 6.279219 0.049 0.050 -0.021 0.28
C 2.714355 -0.921556 -11.036108 -0.052 0.094 0.006 -0.79
N 2.340688 -0.931722 -9.591998 0.089 -0.096 -0.178 0.82
O 1.657478 -0.022878 -9.176529 -0.094 0.042 0.026 -0.50
O 2.752184 -1.863981 -8.932889 -0.032 0.015 -0.117 -0.43
H 2.280441 -0.041022 -11.491300 -0.021 0.036 0.000 0.31
H 3.797781 -0.908449 -11.088498 0.034 -0.047 0.009 0.29
H 2.327182 -1.835544 -11.473960 0.026 -0.053 0.011 0.31
C 0.775400 1.181838 -1.277201 -0.063 -0.055 0.090 -0.54
N -0.257704 1.848851 -2.117941 0.049 -0.016 -0.019 0.95
O -1.418455 1.532601 -1.962083 -0.067 -0.068 0.029 -0.55
O 0.133175 2.665729 -2.925755 0.049 0.047 -0.035 -0.57
H 0.274987 0.486053 -0.617621 -0.058 -0.003 0.026 0.15
H 1.453428 0.675068 -1.956262 0.059 0.023 -0.011 0.19
H 1.297183 1.949048 -0.714940 0.018 0.053 -0.024 0.35
C -2.499028 -3.598597 -2.866995 -0.179 0.072 -0.044 -0.37
N -2.433151 -3.894273 -4.324877 0.034 0.035 0.064 1.00
O -3.227011 -3.349875 -5.063463 -0.066 0.066 -0.039 -0.58
O -1.563329 -4.658132 -4.690763 0.067 -0.069 -0.012 -0.53
H -3.305976 -2.899060 -2.693577 -0.037 0.020 -0.028 0.30
H -2.664161 -4.533908 -2.343280 0.087 -0.029 -0.029 0.32
H -1.544967 -3.166737 -2.590485 0.003 0.007 0.117 -0.12
```
Positions in Å, forces in eV/Å.

Strongest force on any atom (hartree/bohr): 0.0734
Frontier orbital gap (eV): 4.576
Charge: -1
Electronic energy (eV): -90483.7673
Multiplicity: 1
Lowest unoccupied orbital energy (eV): 0.7



[3]
Here is 9 unconnected molecules or ions with the total composition C14H46N2O9 in a non-equilibrium geometry from OMol25. Energies are from wB97M-V/def2-TZVPD.

```
71
Properties=species:S:1:pos:R:3:forces:R:3:mulliken_charge:R:1
N -29.156000 -1.283000 -0.746000 -2.212 2.221 1.621 -0.33
C -28.776000 -2.536000 -0.590000 -2.660 -3.424 2.898 0.37
N -27.807000 -2.803000 -1.449000 1.872 -5.070 0.518 -0.36
O -29.361000 -3.478000 0.265000 2.838 4.849 -3.902 -0.54
H -30.072000 -0.978000 -0.336000 1.575 -0.037 -0.439 0.25
H -28.529000 -0.551000 -1.121000 -0.820 -1.059 0.337 0.18
H -27.617000 -3.839000 -1.511000 0.026 1.543 0.077 0.25
H -27.591000 -2.286000 -2.257000 -0.155 0.830 -0.652 0.23
C -32.799000 0.026000 -2.688000 -0.614 -0.134 -0.006 -1.25
C -32.358000 -0.732000 -1.441000 1.240 -1.516 -2.963 0.96
O -31.465000 0.055000 -0.750000 1.334 0.167 1.377 -0.59
H -33.447000 0.851000 -2.356000 -0.113 -0.138 -0.344 0.41
H -33.318000 -0.608000 -3.456000 0.562 0.648 0.787 0.27
H -31.888000 0.491000 -3.092000 -0.319 -0.325 -0.254 0.34
H -31.764000 -1.634000 -1.810000 -0.774 0.985 0.624 -0.65
H -33.114000 -1.081000 -0.800000 -1.363 -0.424 0.672 0.29
H -31.728000 0.959000 -0.751000 -0.440 1.020 0.067 0.29
C -32.276000 -5.358000 2.624000 0.499 0.178 -0.262 -1.20
C -30.849000 -5.889000 2.865000 -0.860 1.781 -1.164 -0.39
O -30.263000 -6.120000 1.568000 0.140 -1.030 1.103 -0.55
H -32.811000 -5.277000 3.527000 -0.701 -0.094 1.410 0.49
H -32.878000 -5.963000 1.957000 0.182 -0.527 -0.115 0.23
H -32.335000 -4.352000 2.204000 0.631 0.025 -0.110 0.27
H -30.816000 -6.755000 3.488000 -0.272 -1.180 -0.202 0.47
H -30.283000 -5.198000 3.482000 0.264 0.606 -0.335 0.43
H -29.838000 -5.347000 1.205000 0.207 0.883 -0.060 0.09
C -31.725000 -8.255000 -0.346000 0.807 -0.141 1.587 -0.49
C -31.982000 -8.884000 1.045000 1.996 0.652 -1.267 -0.57
O -30.776000 -8.823000 1.806000 -0.166 -0.997 0.484 -0.61
H -31.598000 -7.185000 -0.257000 -0.050 0.200 -0.043 -0.04
H -32.534000 -8.487000 -0.948000 -1.780 -0.177 -1.476 0.59
H -30.838000 -8.645000 -0.842000 0.120 -0.276 0.281 0.16
H -32.315000 -9.908000 0.937000 0.375 -0.418 0.140 0.41
H -32.762000 -8.378000 1.551000 -0.979 0.768 0.534 0.24
H -30.444000 -7.917000 1.870000 -0.305 -0.103 -0.562 0.34
C -31.639000 -7.479000 -4.205000 1.349 1.292 -0.864 -0.09
C -30.450000 -7.823000 -5.136000 -1.293 -0.675 1.430 -0.53
O -30.376000 -6.828000 -6.099000 0.377 -0.506 -0.686 -0.60
H -31.331000 -6.594000 -3.617000 -0.478 -0.455 0.077 -0.50
H -31.933000 -8.283000 -3.599000 -0.290 -1.091 1.122 0.44
H -32.477000 -7.199000 -4.840000 -0.052 0.020 -0.028 0.38
H -30.639000 -8.796000 -5.555000 -0.016 -0.353 -0.703 0.44
H -29.512000 -7.937000 -4.569000 -0.092 0.126 -0.027 0.17
H -29.853000 -6.170000 -5.659000 0.159 1.066 -0.652 0.24
C -27.865000 -8.061000 -0.416000 0.275 0.471 0.039 -1.49
C -28.326000 -6.987000 -1.424000 0.629 -1.502 1.376 0.43
O -28.213000 -5.711000 -0.868000 -0.268 0.910 -0.381 -0.43
H -26.930000 -7.729000 0.077000 0.041 -0.347 -0.654 0.48
H -27.755000 -9.041000 -0.882000 0.259 0.124 -0.023 0.40
H -28.518000 -8.199000 0.436000 -0.713 0.134 -0.083 0.29
H -29.322000 -7.159000 -1.737000 -1.304 -0.079 -0.126 -0.41
H -27.738000 -7.018000 -2.298000 1.031 -0.225 -1.142 0.44
H -27.752000 -5.795000 -0.044000 0.232 0.212 0.760 0.21
C -31.853000 -4.539000 -0.983000 -1.614 -0.242 0.758 -0.52
O -30.751000 -4.857000 -1.730000 0.862 -1.109 -1.484 2.03
H -32.809000 -4.705000 -1.501000 0.470 0.128 -0.643 0.35
H -31.769000 -3.520000 -0.722000 -0.388 1.298 0.711 0.17
H -32.022000 -5.122000 -0.085000 0.575 -0.188 0.369 -0.56
H -29.932000 -4.858000 -1.199000 -0.382 0.226 0.284 -1.10
C -32.560000 -4.132000 -4.644000 0.488 0.309 -0.653 -0.45
O -31.847000 -3.073000 -4.037000 0.497 0.752 -0.271 -0.55
H -33.153000 -4.528000 -3.872000 -0.964 -1.290 0.779 0.27
H -31.908000 -4.884000 -5.118000 -0.263 0.304 0.219 0.13
H -33.247000 -3.727000 -5.384000 0.166 0.188 -0.166 0.38
H -31.434000 -3.432000 -3.246000 0.199 -0.222 0.097 -0.02
C -28.864000 -4.898000 -4.174000 1.266 1.795 2.325 0.65
O -29.245000 -4.457000 -5.430000 -0.856 -1.789 -1.157 -0.65
H -29.067000 -5.940000 -3.873000 -0.415 0.523 -0.783 -0.55
H -29.235000 -4.210000 -3.375000 -0.243 -0.845 -0.510 -0.28
H -27.793000 -4.746000 -4.110000 0.728 -0.496 0.216 0.43
H -29.178000 -3.526000 -5.504000 -0.054 1.248 0.116 0.39
```
Positions in Å, forces in eV/Å.

Strongest force on any atom (hartree/bohr): 0.1330
Structure (SMILES): NC(N)=O.CCO.CCO.CCO.CCO.CCO.CO.CO.CO
Frontier orbital gap (eV): 9.833
Charge: 0
Electronic energy (eV): -36668.3568
Multiplicity: 1
Lowest unoccupied orbital energy (eV): 0.3
Energy relative to the best compared isomer or geometry (same formula, charge and spin) (kcal/mol): 0.0